# 1
Below is C42H36Cl4LuN5O4P2 as an isolated structure, with properties calculated with wB97M-V/def2-TZVPD.

```
94
Properties=species:S:1:pos:R:3
Lu -0.03 0.10 0.05
Cl 3.05 -4.22 -4.77
C 1.91 -3.53 -3.68
C 2.17 -2.30 -3.11
C 1.30 -1.73 -2.19
N 1.55 -0.52 -1.54
C 2.81 -0.07 -1.44
O 3.87 -0.60 -1.79
C 2.91 1.27 -0.74
C 4.16 1.88 -0.73
C 4.32 3.10 -0.10
C 3.20 3.68 0.48
C 2.00 3.00 0.43
N 1.84 1.80 -0.14
C 0.07 -2.39 -1.91
C -0.18 -3.63 -2.50
C 0.74 -4.21 -3.35
Cl 0.43 -5.79 -3.99
N -0.82 -1.74 -1.06
C -2.09 -2.15 -0.96
O -2.66 -3.13 -1.44
C -2.93 -1.19 -0.15
C -4.29 -1.14 -0.42
C -5.09 -0.30 0.33
C -4.50 0.40 1.37
C -3.14 0.28 1.58
N -2.34 -0.48 0.83
H 3.08 -1.78 -3.37
H 4.97 1.37 -1.23
H 5.28 3.59 -0.06
H 3.26 4.64 0.98
H 1.11 3.43 0.88
H -1.10 -4.15 -2.27
H -4.68 -1.76 -1.20
H -6.15 -0.20 0.14
H -5.10 1.03 2.01
H -2.66 0.80 2.40
C 3.72 -1.90 1.12
P 1.88 -2.07 1.20
C 1.79 -3.79 0.55
C 1.73 -2.30 3.02
C 2.18 -3.44 3.69
C 2.08 -3.54 5.07
C 1.50 -2.51 5.80
C 1.06 -1.37 5.15
C 1.19 -1.25 3.77
P 0.74 0.27 2.86
C -0.07 1.32 4.15
C 2.41 1.08 2.95
H 4.19 -2.68 1.71
H 4.03 -0.94 1.51
H 4.04 -1.97 0.08
H 2.54 -4.43 1.03
H 2.01 -3.75 -0.52
H 0.79 -4.21 0.68
H 2.62 -4.25 3.14
H 2.44 -4.42 5.58
H 1.39 -2.59 6.87
H 0.62 -0.57 5.73
H -1.00 0.88 4.50
H -0.29 2.26 3.66
H 0.60 1.50 4.99
H 2.86 0.87 3.93
H 2.30 2.15 2.82
H 3.05 0.69 2.16
Cl -0.49 5.29 3.98
C -1.49 4.26 4.96
C -1.23 4.17 6.31
C -2.00 3.32 7.09
C -2.98 2.55 6.50
C -3.21 2.64 5.14
Cl -4.35 1.50 4.47
C -2.50 3.52 4.31
N -2.62 3.62 2.94
C -3.76 3.60 2.15
C -5.03 3.77 2.71
C -6.16 3.68 1.93
C -6.05 3.44 0.57
C -4.79 3.37 0.00
C -3.63 3.49 0.75
C -2.30 3.60 0.04
C -1.43 2.34 0.10
O -1.34 1.61 -0.91
O -0.80 2.10 1.15
H -0.44 4.76 6.76
H -1.80 3.23 8.15
H -3.55 1.84 7.08
H -1.75 3.76 2.45
H -5.12 3.96 3.76
H -7.13 3.80 2.38
H -6.93 3.33 -0.05
H -4.69 3.23 -1.07
H -1.73 4.42 0.49
H -2.48 3.83 -1.01
```

Values from the calculation:
HOMO-LUMO gap = 6.981 eV
multiplicity = 1

***

# 2
Below is C42H36N7O2SSe3SrTe as an isolated structure, with properties calculated with wB97M-V/def2-TZVPD.

```
93
Properties=species:S:1:pos:R:3
Sr 3.22 -2.56 -1.44
C -0.64 -3.95 4.03
C 0.24 -5.00 4.22
C 1.52 -4.90 3.71
C 1.90 -3.75 2.99
N 1.03 -2.76 2.78
C -0.19 -2.86 3.30
C 3.28 -3.59 2.47
C 4.32 -3.84 3.37
C 5.65 -3.64 2.99
C 5.92 -3.20 1.70
C 4.85 -2.99 0.83
C 3.50 -3.15 1.15
H -1.65 -3.97 4.42
H -0.06 -5.89 4.77
H 2.24 -5.70 3.83
H -0.85 -2.01 3.13
H 4.10 -4.17 4.38
H 6.45 -3.83 3.70
H 6.94 -3.05 1.37
H 5.13 -2.65 -0.17
C -1.19 11.40 -0.84
O -1.60 10.45 -1.80
C -1.18 9.16 -1.63
C -0.40 8.73 -0.57
C -0.02 7.40 -0.49
C -0.40 6.48 -1.46
C -1.18 6.93 -2.53
C -1.57 8.25 -2.61
C -0.01 5.07 -1.41
N -0.23 4.20 -2.37
C 0.30 3.02 -1.91
C 0.83 3.18 -0.66
N 0.63 4.50 -0.35
C 1.43 2.11 0.09
C 1.98 2.25 1.37
C 2.50 1.14 1.99
C 2.45 -0.09 1.33
N 1.95 -0.23 0.11
C 1.45 0.84 -0.52
C 0.90 0.65 -1.86
N 0.98 -0.58 -2.41
C 0.51 -0.75 -3.63
C -0.06 0.27 -4.39
C -0.15 1.52 -3.85
C 0.33 1.73 -2.56
H -1.60 12.35 -1.16
H -0.10 11.47 -0.80
H -1.58 11.15 0.15
H -0.08 9.42 0.21
H 0.60 7.09 0.34
H -1.48 6.22 -3.29
H -2.17 8.61 -3.44
H 0.87 4.95 0.51
H 2.00 3.22 1.85
H 2.93 1.20 2.98
H 2.82 -0.99 1.79
H 0.59 -1.76 -4.03
H -0.41 0.05 -5.39
H -0.58 2.36 -4.39
Se 5.30 -4.61 -2.47
Se 3.30 -2.31 -4.59
Te 5.57 -2.42 -3.65
Se 5.42 -0.48 -2.04
C -4.27 -4.76 1.76
C -3.75 -5.23 0.41
C -2.23 -5.25 0.33
N -1.69 -3.91 0.51
C -0.61 -3.41 -0.08
S 0.40 -4.28 -1.06
N -0.36 -2.08 0.21
C -1.28 -1.09 0.48
O -0.99 -0.11 1.14
C -2.64 -1.22 -0.15
C -2.79 -1.74 -1.43
C -4.05 -1.80 -2.00
C -5.16 -1.36 -1.29
C -5.00 -0.83 -0.01
C -3.74 -0.75 0.55
H -5.35 -4.93 1.85
H -4.11 -3.69 1.91
H -3.79 -5.29 2.58
H -4.14 -4.59 -0.38
H -4.10 -6.24 0.21
H -1.89 -5.60 -0.65
H -1.81 -5.92 1.08
H -2.12 -3.35 1.23
H 0.61 -1.81 0.32
H -1.92 -2.09 -1.98
H -4.17 -2.19 -3.00
H -6.14 -1.41 -1.73
H -5.86 -0.48 0.54
H -3.59 -0.32 1.53
```

Values from the calculation:
HOMO-LUMO gap = 5.826 eV
net charge = -1
multiplicity = 1
energy relative to the best compared isomer or geometry (same formula, charge and spin) = 0.0 kcal per mole

***

# 3
Below is C42H37CoN3O2P2Te as an isolated structure, with properties calculated with wB97M-V/def2-TZVPD.

```
88
Properties=species:S:1:pos:R:3
Co -0.58 1.36 -0.35
Te -1.38 -2.70 1.53
C -0.10 -4.35 1.27
C 0.14 -4.91 0.02
C 1.00 -5.99 -0.06
N 1.61 -6.54 0.99
C 1.35 -6.01 2.18
C 0.52 -4.91 2.38
C 0.01 -1.32 0.75
P 0.13 -0.87 -1.01
C -0.69 -2.07 -2.09
C -2.08 -2.07 -2.12
C -2.77 -2.97 -2.91
C -2.07 -3.87 -3.71
C -0.68 -3.84 -3.72
C 0.01 -2.95 -2.92
C 1.90 -1.00 -1.39
C 2.61 -2.17 -1.09
C 3.96 -2.26 -1.38
C 4.62 -1.17 -1.95
C 3.93 -0.01 -2.23
C 2.57 0.08 -1.95
P 0.37 0.23 1.63
C 2.18 0.35 1.73
C 2.76 1.62 1.77
C 4.13 1.75 1.91
C 4.93 0.62 2.01
C 4.36 -0.64 1.97
C 2.99 -0.78 1.83
C -0.15 0.06 3.35
C -1.08 0.97 3.84
C -1.51 0.89 5.16
C -1.01 -0.11 5.98
C -0.08 -1.02 5.49
C 0.35 -0.94 4.18
H -0.34 -4.53 -0.87
H 1.21 -6.44 -1.02
H 1.85 -6.47 3.02
H 0.36 -4.52 3.37
H -2.64 -1.36 -1.52
H -3.85 -2.97 -2.91
H -2.60 -4.57 -4.33
H -0.13 -4.52 -4.36
H 1.09 -2.94 -2.95
H 2.10 -3.01 -0.63
H 4.50 -3.17 -1.15
H 5.67 -1.24 -2.16
H 4.45 0.84 -2.66
H 2.04 1.00 -2.16
H 2.14 2.50 1.70
H 4.57 2.74 1.96
H 6.01 0.73 2.11
H 4.98 -1.52 2.04
H 2.55 -1.76 1.79
H -1.48 1.75 3.19
H -2.23 1.60 5.54
H -1.34 -0.18 7.00
H 0.31 -1.80 6.13
H 1.08 -1.65 3.80
C 1.87 5.61 -2.35
O 1.61 4.79 -1.20
C 0.82 3.73 -1.28
O 0.64 3.07 -0.26
N 0.24 3.43 -2.47
N -0.68 2.37 -2.48
H 2.56 6.37 -2.01
H 0.95 6.08 -2.69
H 2.34 5.02 -3.14
H 0.27 4.07 -3.25
H -0.49 1.75 -3.26
H -1.64 2.72 -2.53
C -4.77 5.17 -1.24
C -3.36 5.23 -1.12
C -2.66 4.11 -0.77
C -3.30 2.86 -0.52
C -2.56 1.68 -0.17
C -3.31 0.58 0.18
C -4.73 0.55 0.15
C -5.41 1.65 -0.25
C -4.72 2.84 -0.59
C -5.42 4.01 -0.97
H -5.32 6.06 -1.52
H -2.85 6.16 -1.28
H -1.59 4.17 -0.61
H -2.81 -0.34 0.49
H -5.25 -0.36 0.43
H -6.49 1.65 -0.30
H -6.50 3.97 -1.02
```

Values from the calculation:
HOMO-LUMO gap (alpha / beta) = 7.771 / 5.985 eV
net charge = +1
multiplicity = 5
energy relative to the best compared isomer or geometry (same formula, charge and spin) = 0.0 kcal per mole

***

The max |F| results, record by record, are as follows: 1.5 1.4 0.7 eV/A.